Entry 1:
This record from the Open Molecules 2025 dataset describes an isolated ion of composition C14H23BO3P and charge -1 at a distorted geometry. The level of theory is ωB97M-V/def2-TZVPD.

Kohn-Sham gap in hartree: 0.276
Charge: -1
Strongest force on any atom in eV Å⁻¹: 2.538

```
42
C14H23BO3P ωB97M-V/def2-TZVPD
C -2.6012 1.1939 3.0227
C -1.0707 1.1303 2.8284
O -0.6206 -0.1857 2.5654
C 0.1456 -0.3290 1.3588
P -0.8931 -0.8987 -0.1177
C -2.3643 0.2129 -0.2589
C -1.9730 1.5775 -0.8477
C -1.6738 -2.5121 0.3462
C -1.2739 -3.6196 -0.6182
C 1.1000 -1.5325 1.6152
O 1.9328 -1.4692 0.4950
B 2.2658 -0.0350 0.4313
C 2.4845 0.5758 -1.0525
C 1.8840 1.7759 -1.4484
C 2.0819 2.3298 -2.7126
C 2.9101 1.7079 -3.6448
C 3.5151 0.5075 -3.2728
C 3.3030 -0.0378 -2.0089
O 1.0409 0.6542 1.1063
H -3.0187 0.2121 3.2106
H -3.0580 1.6476 2.1476
H -2.8078 1.8805 3.8418
H -0.7919 1.8256 2.0434
H -0.6185 1.4352 3.7710
H -3.0243 -0.3019 -0.9573
H -2.9307 0.3009 0.6681
H -2.6489 2.3510 -0.4925
H -0.9524 1.8170 -0.5629
H -2.0104 1.5361 -1.9300
H -2.7570 -2.3834 0.3152
H -1.4406 -2.8295 1.3604
H -1.8354 -4.5274 -0.3850
H -1.4929 -3.3654 -1.6511
H -0.2217 -3.8685 -0.5130
H 1.6887 -1.3189 2.5170
H 0.6452 -2.5085 1.7902
H 3.2104 0.2810 1.1658
H 1.2423 2.3141 -0.7671
H 1.5953 3.2615 -2.9744
H 3.0752 2.1529 -4.6143
H 4.1642 0.0185 -3.9876
H 3.7948 -0.9763 -1.7828
```

=====

Entry 2:
This record from the Open Molecules 2025 dataset describes C4H6N2O in the gas phase at a distorted geometry. The level of theory is ωB97M-V/def2-TZVPD.

Kohn-Sham gap in hartree: 0.363
Strongest force on any atom in eV Å⁻¹: 4.750
Energy above the lowest of the compared OMol25 structures with the same formula, charge and spin in kcal/mol: 82.92

```
13
C4H6N2O ωB97M-V/def2-TZVPD
C -0.5325 -0.9898 -0.4137
C -0.6757 -1.2387 -1.7435
C 0.9500 0.2952 -1.4637
C 0.8167 0.5786 1.0335
N -0.2955 1.2424 1.6793
N 0.3697 -0.0222 -0.2311
O 0.2788 -0.4403 -2.3464
H -1.1849 -1.3273 0.5285
H -0.9752 -2.1440 -2.2314
H 1.3523 1.3759 0.5698
H -1.0996 0.8035 2.0638
H 1.5422 -0.0358 1.5377
H -0.5464 1.9024 1.0173
```

=====

DFT total energy
In order: -1139.25712; -340.66277
Unit: Eh